88
Properties=species:S:1:pos:R:3:forces:R:3:mulliken_charge:R:1 method="wB97M-V/def2-TZVPD" total_charge=+2 e_homo_ha="-0.4576 / -0.4686" orbital_gap_ev="7.2 / 6.2" multiplicity=3 e_lumo_ha="-0.192 / -0.242" s_squared=2.01 de_lowest_ev=0.4628 max_force_ev_per_a=0.71 molar_mass_g_mol=781.34
Ti -0.692566 0.244539 0.552484 0.504 0.258 -0.435 -0.2202
H -4.859970 3.362272 3.087731 0.014 -0.009 0.005 0.3466
C -4.131884 4.711793 1.550614 -0.060 -0.020 -0.002 -0.5750
H -1.809064 0.221906 3.570164 -0.034 -0.006 0.063 0.3600
H -4.451071 5.574407 2.133279 0.008 0.004 0.006 0.4308
H 2.284859 -0.237377 -3.447740 -0.026 -0.011 0.002 0.7197
C 3.696985 4.675849 2.184884 0.025 -0.044 -0.003 -0.7620
C -6.764667 -1.192845 0.074070 0.019 -0.021 0.014 -0.7232
H 4.620546 0.662223 -1.542586 -0.015 -0.010 -0.019 0.3145
H 5.382289 1.849251 2.968580 -0.030 -0.012 -0.017 0.6592
H 5.710250 4.292279 2.761760 -0.015 -0.003 -0.001 0.4342
H 4.580441 -0.562062 -3.494592 -0.017 0.057 0.023 0.4387
C 4.568069 -1.193124 -2.606954 -0.043 0.073 0.044 -1.5494
C 5.523760 -0.682205 -0.373292 -0.015 -0.018 -0.029 0.8576
H 1.109619 -1.832206 -0.103714 0.041 0.004 0.013 0.3122
H -0.304777 -2.924054 -5.782978 -0.005 -0.005 0.006 0.4548
H 1.509223 -2.444401 3.994849 -0.004 0.006 -0.004 0.4505
N 5.726625 0.188749 0.610472 0.060 0.083 -0.008 -0.3330
H 6.553613 -2.178271 0.550545 -0.021 -0.002 0.013 0.2103
C -1.258891 -3.217903 -3.881973 0.024 -0.017 -0.014 -0.7605
N 5.978381 -1.931469 -0.236953 0.006 0.038 -0.016 -0.3754
S -2.350221 4.498495 1.822314 0.055 0.049 0.037 -0.0334
C -2.025896 -1.216762 -2.759578 0.099 0.001 -0.067 0.2862
H 0.615313 4.504817 1.540866 -0.046 -0.033 0.008 0.4705
C -4.837983 3.449190 2.003051 -0.017 0.037 -0.004 -0.6740
H 5.406859 -1.876269 -2.740065 -0.009 -0.061 0.017 0.5313
H 3.168632 0.858285 2.395983 -0.009 0.001 -0.017 0.5893
H -1.501666 -3.244202 1.059999 -0.002 0.012 0.014 0.3652
C 2.254149 2.739011 1.967270 -0.123 0.125 -0.094 0.2679
O 0.940588 0.816234 1.455195 -0.278 -0.075 -0.003 -0.2991
C -1.882107 -2.608248 -2.802649 -0.015 -0.027 0.018 0.1655
H 2.206316 0.056359 -0.843070 0.059 -0.022 0.018 0.1101
C 4.747121 3.855720 2.529901 -0.028 0.036 -0.008 -0.3728
C -0.771734 -2.446007 -4.931521 -0.016 0.015 0.003 -0.6778
C -5.478218 -3.182524 0.488614 -0.039 0.023 0.011 -0.9877
C -1.092000 -2.606904 1.834147 0.020 0.042 -0.059 0.0767
H -5.712287 0.443477 -0.810347 0.000 0.000 -0.002 0.5410
C 3.335420 1.925702 2.318660 0.058 -0.010 0.015 -0.8738
H 3.172570 -2.510623 -1.594768 -0.018 0.061 0.020 0.2367
C -4.414919 -1.254192 -0.514551 -0.263 0.055 0.051 0.5600
S -3.913984 2.044905 1.315635 0.019 -0.012 -0.025 0.1329
H 1.213035 -1.577552 -3.220047 0.023 -0.060 0.039 -0.5068
C -2.359616 2.805372 1.501501 -0.139 -0.300 0.149 -0.1836
H -0.521669 -0.458539 -5.708480 -0.001 -0.002 -0.001 0.4329
H -1.593370 0.629252 -3.793871 -0.035 -0.012 0.008 0.3988
H -2.290750 -3.230857 -2.014185 -0.012 0.024 -0.010 0.3297
H 5.960604 -2.578676 -1.004500 -0.004 0.003 -0.016 0.1784
O 1.454891 4.995671 1.634929 0.058 0.023 -0.005 -0.6282
H -2.758515 -1.234914 1.807594 -0.035 -0.007 0.020 0.8322
H 6.310725 -0.049032 1.393917 -0.023 0.010 0.009 0.1918
H 0.315026 -0.391147 4.679981 -0.002 -0.018 0.015 0.4768
C 2.433270 4.134321 1.924275 0.021 0.059 0.007 0.6609
H -5.417275 -4.200947 0.849239 0.002 0.005 -0.002 0.4582
N 4.850961 -0.316084 -1.460007 0.038 -0.088 -0.030 -0.0220
H -5.854332 3.395423 1.616246 0.006 -0.001 -0.004 0.4191
C 4.569729 2.471449 2.611115 0.040 -0.017 0.041 -1.1272
C -1.785211 -1.459872 2.237366 -0.005 0.092 -0.137 -0.9393
C 0.093485 -2.951544 2.462983 0.052 -0.014 0.041 -0.7957
N -1.284513 2.081268 1.449528 0.251 0.288 -0.166 0.8060
H -3.379842 1.104667 -1.749781 0.037 0.051 -0.015 0.0698
C 0.952227 2.118210 1.677486 0.254 -0.178 0.146 1.1227
Ge -2.955609 -0.302617 -1.336692 -0.144 -0.188 0.013 0.1973
C 3.233786 -1.934220 -2.525072 0.077 -0.063 -0.045 -0.3406
H -0.009261 -1.770996 -1.297936 -0.046 -0.038 0.016 0.1487
N -0.119301 2.844128 1.656945 -0.100 -0.047 0.078 -0.9836
H 5.321865 1.116385 0.613880 -0.020 -0.068 0.027 0.1385
H 0.611824 -3.859109 2.179156 -0.002 0.011 0.002 0.5411
H -7.564686 -2.981443 0.946448 0.006 0.000 -0.006 0.4121
C -0.077850 -1.012313 3.886634 -0.006 0.023 -0.037 -0.6176
N 0.561771 -1.197663 -0.676792 -0.014 0.058 0.088 -0.3238
C -4.353855 -2.564091 -0.033860 0.106 -0.036 -0.012 0.5646
C -0.896896 -1.063940 -4.893913 -0.026 -0.019 0.020 -0.6014
C -5.635670 -0.573221 -0.440839 0.018 -0.017 -0.004 -0.5294
C -6.685766 -2.497237 0.542010 0.014 0.009 -0.001 -0.5424
C -1.269099 -0.662927 3.259968 -0.056 0.096 0.010 0.0172
H 3.247737 -2.674597 -3.328367 0.015 0.005 0.018 0.4042
C 1.435748 -0.335618 -1.512260 -0.041 -0.031 0.028 0.9820
H -7.706554 -0.660892 0.104509 0.008 -0.004 0.002 0.4361
H -3.425908 -3.124574 -0.068535 -0.013 0.027 -0.028 0.0950
C -1.512480 -0.451348 -3.809818 0.026 0.007 -0.045 -0.5039
C 2.022410 -1.024223 -2.736118 -0.001 0.037 -0.054 -0.2268
O -0.351881 1.188885 -1.071985 -0.156 -0.298 0.267 -0.5855
H -1.175121 -4.296765 -3.918213 -0.005 0.014 0.002 0.4644
O 0.842815 1.522345 -2.924855 0.163 0.016 0.040 -0.6056
H 3.812551 5.750013 2.131362 -0.013 -0.014 -0.002 0.4676
H -4.305297 4.910462 0.494479 0.012 0.010 -0.013 0.3220
C 0.613214 0.892033 -1.931240 -0.203 0.125 0.002 -0.1447
C 0.594932 -2.156739 3.492078 0.011 -0.030 -0.025 -0.4649

---

77
Properties=species:S:1:pos:R:3:forces:R:3:mulliken_charge:R:1 method="wB97M-V/def2-TZVPD" total_charge=0 e_homo_ha=-0.3183 orbital_gap_ev=7.7 multiplicity=1 e_lumo_ha=-0.036 max_force_ev_per_a=1.15 molar_mass_g_mol=587.63
H 1.573454 3.240051 1.115589 -0.302 -0.316 -0.091 0.0131
O -6.368435 -5.981857 2.970605 0.127 0.206 -0.252 -0.3022
H 6.449279 4.422011 -0.467021 -0.044 -0.029 0.018 0.3322
H -10.733239 -5.068691 0.336604 -0.062 0.088 0.003 0.3086
H -8.592385 -3.193326 0.134707 -0.027 0.000 0.026 0.3523
H 7.941124 3.766834 -1.167565 -0.009 -0.054 -0.052 0.2674
H -4.808735 -7.187704 3.611464 0.103 0.034 -0.006 0.3110
C 3.506028 -1.464326 1.438239 0.176 0.212 -0.164 1.0606
C -5.110348 -6.582087 2.749998 -0.129 -0.081 0.085 -0.7898
C -2.074338 0.280688 -0.721859 0.339 0.094 0.210 -0.6977
C 1.372042 0.254468 1.944759 -0.118 0.302 0.153 0.4991
H 6.442663 7.508798 -3.208577 -0.030 0.009 -0.029 0.4032
C -3.019680 -0.824312 1.183280 -0.137 -0.280 0.159 -0.4400
H 6.684263 2.660147 -0.562617 -0.063 0.063 0.109 0.1728
C -6.666171 -3.869141 0.773152 0.142 -0.061 -0.024 -0.2259
C 1.381307 -1.070884 2.470405 0.519 0.010 -0.366 -1.2038
H 5.839473 5.328084 -6.846557 0.004 0.016 -0.010 0.3762
S 5.481152 -1.202999 0.178305 -0.207 0.430 -0.053 0.1697
H 4.899168 4.373188 -4.530169 0.177 -0.053 0.059 0.1197
O 4.032444 -3.133742 4.094711 0.153 0.185 -0.181 -0.2020
H -3.818623 -0.943996 -0.812365 -0.179 -0.092 0.025 0.4033
N 3.654032 -3.730492 3.190804 0.265 -0.520 0.527 0.2163
C 4.931070 3.883076 -2.420948 0.096 -0.039 -0.137 -0.3184
H -7.109297 -2.856124 3.895308 0.049 0.009 -0.015 0.4105
N 4.579778 -2.157350 1.086893 0.165 -0.493 0.110 -0.7549
H 3.486024 4.853766 -3.611532 0.003 0.047 0.035 0.3958
H -4.336817 -5.835256 2.543130 0.011 0.005 0.016 0.3557
O 5.001231 6.146962 -3.447682 -0.092 0.094 -0.019 -0.4602
O 6.318178 3.598427 -2.375012 0.063 0.343 0.022 -0.3417
H 7.541935 5.029599 -7.301288 -0.071 0.045 -0.071 0.3105
H -6.762453 -5.053100 4.744110 0.065 0.146 0.075 0.3798
H 4.595143 4.334790 -1.485815 0.015 -0.033 0.038 0.2970
H -0.103816 0.912371 3.338274 -0.033 -0.039 0.129 0.4875
H -5.201056 -7.233179 1.881126 -0.045 -0.024 0.031 0.2384
H 4.395473 2.933483 -2.554008 -0.186 0.079 0.059 0.2931
H 2.009183 2.224687 -0.857362 -0.443 0.004 0.226 0.0937
C -8.048113 -4.140706 0.214733 -0.050 -0.165 -0.012 -0.6100
C 0.114460 1.028364 2.279973 -0.030 -0.256 -0.332 -1.8473
H -10.473256 -5.283656 2.080348 0.012 -0.057 -0.039 0.2347
H -0.288619 1.407308 -0.340598 0.090 0.124 -0.119 0.2417
O 2.355211 -3.200669 2.696998 -0.205 0.380 -0.706 -0.3783
H -6.145759 -3.249075 0.038165 -0.028 0.037 0.014 0.3333
C -1.065410 0.789689 0.082882 -0.364 -0.349 0.284 -0.3088
C -10.129768 -4.751341 1.193777 0.045 -0.146 -0.086 -0.7932
H 0.237601 2.085248 2.089541 -0.015 0.210 0.000 0.4282
C 6.742581 4.759391 -6.601854 0.156 -0.032 0.060 -0.8057
P 2.493642 2.403181 0.460096 1.045 0.031 -0.470 0.6512
H -5.298977 -4.476550 3.923713 0.028 -0.012 -0.064 0.3395
H -3.769724 -1.471239 1.617432 -0.126 -0.011 -0.017 0.5102
C -6.330056 -4.809844 3.765019 -0.123 -0.183 0.085 -0.5658
O -8.769567 -5.072255 1.000504 0.056 0.234 0.262 -0.2852
C -7.137883 -3.674368 3.170609 -0.115 0.091 0.032 -0.2729
C 3.507107 -0.137777 0.918743 -0.641 0.318 0.155 0.7571
C 6.384881 6.450814 -3.479747 0.032 0.016 0.162 -0.2729
C 2.413793 -1.916147 2.224922 -0.499 -0.404 0.744 0.0529
H 0.533086 -1.402990 3.041849 -0.091 -0.163 0.175 0.3912
C 4.577623 4.797573 -3.576608 0.012 -0.132 -0.148 -0.3829
H -6.091650 -4.792175 0.865247 -0.154 -0.122 0.076 0.1430
C -1.032295 0.486306 1.443981 0.242 0.364 0.132 0.9598
H 6.517859 6.930138 -5.563788 -0.052 -0.050 -0.022 0.3435
H -2.054506 0.522896 -1.772287 -0.188 -0.050 -0.173 0.4011
H -10.273196 -3.678582 1.359624 0.004 0.011 -0.022 0.3668
C -2.014176 -0.320970 1.999985 0.004 0.107 -0.565 -0.5285
H 8.075531 6.709999 -4.742906 -0.055 0.163 0.007 0.3685
O 7.145849 4.971273 -5.267846 -0.331 -0.009 0.030 -0.2924
C 7.054436 6.316662 -4.832340 0.213 -0.081 0.008 -0.5152
O -6.620722 -3.112310 1.974053 0.052 0.062 -0.021 -0.4111
H 6.930860 5.903401 -2.710060 0.030 -0.196 -0.125 0.0860
C 6.865408 3.611295 -1.071890 0.070 -0.171 -0.072 -0.6267
H -8.187371 -3.949083 3.058730 0.032 -0.212 -0.095 0.1074
O 3.848487 2.992726 0.413739 0.016 0.128 0.375 -0.5764
C -3.053025 -0.538388 -0.171399 0.238 0.218 -0.074 -0.4724
N 4.573974 0.131962 0.178884 0.515 -0.346 -0.243 -0.3909
H 6.522574 3.698346 -6.717574 0.055 -0.007 0.018 0.2347
H -1.990478 -0.568045 3.049728 -0.021 0.009 0.167 0.3957
C 2.403338 0.747141 1.187325 -0.203 0.180 0.053 0.0755
H -7.932802 -4.560409 -0.792790 0.049 0.162 -0.078 0.3837

---

25
Properties=species:S:1:pos:R:3:forces:R:3:mulliken_charge:R:1 method="wB97M-V/def2-TZVPD" total_charge=+1 e_homo_ha=-0.4667 orbital_gap_ev=8.6 multiplicity=1 e_lumo_ha=-0.151 de_lowest_ev=5.8199 max_force_ev_per_a=7.11 molar_mass_g_mol=139.22
C 1.560921 -0.282805 1.380017 -4.904 1.353 -1.663 -1.4623
H 1.609893 0.711704 1.736361 -0.331 0.925 1.154 0.2152
H -0.779684 -2.272614 -0.583202 0.787 -0.252 -0.194 0.3395
C -0.823979 2.571980 0.904348 -3.379 -0.512 -0.897 -0.7044
N 2.202332 -1.325102 -0.720928 1.059 -0.704 0.904 -0.5560
C -2.108517 -0.581442 -0.616512 -1.357 -0.395 1.137 -0.0460
H -0.120006 2.572891 1.748260 -0.369 0.206 -0.481 0.2958
C 3.084608 -0.133703 -0.750030 0.406 -1.107 0.350 -0.5570
H 0.521957 -0.792203 1.479725 1.544 0.988 0.441 0.1439
H -2.413036 -2.692744 -0.783487 -0.782 -0.426 -0.662 0.4195
H 2.240062 -0.864066 1.806775 2.987 -2.535 1.920 0.5963
H 3.400270 0.323601 -1.676558 -0.774 0.458 -0.106 0.2963
H 3.924968 -0.300888 -0.090792 0.278 0.011 -0.047 0.2467
H -1.872375 -2.288505 0.772507 0.162 0.417 0.079 0.3236
H -2.444602 -0.714485 -1.638330 -0.036 0.995 -0.397 0.2871
C 0.362161 0.823182 -0.952823 3.245 -4.560 4.390 -0.3258
H 1.651553 -1.635084 -1.467769 -0.364 -0.166 -1.711 0.2329
H -1.988184 2.433967 1.203919 2.973 0.062 -0.184 0.2816
C -1.771648 -2.017001 -0.279138 0.985 -0.745 1.120 -1.3063
H -2.982158 -0.374310 0.066356 0.951 0.764 -0.969 0.2730
C -0.967978 0.345062 -0.537728 -0.093 1.258 0.177 0.1219
H 0.670721 1.143617 -1.869440 0.262 1.421 -2.474 0.4811
H -0.900240 3.481478 0.257493 0.819 -0.601 0.760 0.3513
C 1.789233 -0.194469 -0.047431 -2.444 2.670 -3.224 0.9615
N -0.531471 1.424807 -0.014328 -1.625 0.472 0.579 0.0905